A 4-piece molecular cluster, C15H29ClO10 overall, computed with wB97M-V/def2-TZVPD.

Values from the calculation:
Largest force on an atom (hartree/bohr): 0.0130
Kohn-Sham gap (eV): 9.783
Total charge: 0
SMILES string: COCOC(=O)OCl.CCOC(C)=O.CCOC(C)=O.CCOC(C)=O

Geometry (Å):
H: 1.750 0.925 3.619
C: 3.609 5.762 1.922
C: 2.645 0.772 1.236
O: 0.607 -1.852 2.390
H: -0.999 -1.948 -1.495
O: 2.855 4.550 2.049
H: -2.695 -2.954 -2.689
H: -3.854 -6.328 -4.767
H: 5.516 4.780 1.801
H: -2.382 0.294 -1.070
H: -1.378 -3.615 -3.680
H: 0.637 -0.227 4.348
H: 2.644 1.011 0.173
Cl: -7.008 -0.823 -0.846
C: 1.535 -0.132 3.743
O: 1.530 3.218 3.164
C: 1.300 -0.874 2.449
H: -3.234 -0.021 0.458
C: 5.047 5.588 2.363
C: -2.459 -3.593 -3.541
C: 2.251 4.179 3.192
H: 3.379 4.414 4.974
H: 4.590 -0.152 1.186
H: -0.051 -2.382 -0.070
H: 4.609 1.577 1.576
H: 1.673 4.852 5.111
H: 0.216 -0.819 -0.859
H: -4.897 -4.900 -4.680
H: 3.567 5.998 0.861
H: -5.161 -6.106 -5.936
O: -5.345 -0.595 -0.921
C: 4.072 0.640 1.728
C: -3.437 -4.941 -6.322
H: 2.802 5.965 4.341
O: -5.023 -2.597 0.116
O: 1.933 -0.470 1.328
H: -4.218 -3.012 -4.675
C: -3.134 -3.066 -4.788
H: -2.780 -4.609 -3.306
O: -3.187 -5.425 -7.390
H: -2.789 -2.056 -5.002
C: 2.551 4.916 4.475
O: -3.371 -1.525 -0.995
H: 3.112 6.578 2.448
H: 2.360 -0.613 4.268
C: -0.540 -1.560 -0.586
H: 4.108 0.391 2.789
C: -4.400 -5.592 -5.355
O: -1.499 -0.979 0.295
H: 5.117 5.340 3.422
H: 2.114 1.577 1.741
C: -4.615 -1.684 -0.527
H: 5.608 6.505 2.188
C: -2.606 -0.468 -0.315
O: -2.789 -3.816 -5.957

H3N4 as an isolated structure, computed with wB97M-V/def2-TZVPD.

Values from the calculation:
Relative energy (zero: lowest compared OMol25 entry of this formula, charge and spin) (eV): 3.682
Largest force on an atom (hartree/bohr): 0.1590
Kohn-Sham gap (eV): 9.929
Total charge: +1

Geometry (Å):
H: -0.774 1.099 -0.956
N: 0.202 -0.326 0.025
N: -0.426 -0.301 2.307
N: 0.154 0.751 -0.728
H: 0.249 -1.592 -0.299
H: 0.610 0.699 -1.626
N: -0.016 -0.330 1.276

C29H38IrN4O6PS2 as an isolated structure, computed with wB97M-V/def2-TZVPD.

Values from the calculation:
Largest force on an atom (hartree/bohr): 0.0382
Multiplicity: 6
Kohn-Sham gap (spin up / spin down) (eV): 7.417 / 5.651
Total charge: +1

Geometry (Å):
H: -2.905 -9.089 1.559
H: 2.201 5.309 0.131
N: -4.161 -4.875 0.526
C: 1.769 -1.123 1.896
C: 0.612 -0.410 4.079
S: -0.868 0.584 -3.294
C: 1.563 3.932 -2.823
P: 1.559 2.721 -1.396
O: -0.418 0.441 -1.851
H: -1.708 -4.780 -0.550
H: -4.517 -7.223 1.585
C: 0.980 -3.285 3.796
C: 1.130 5.126 0.073
C: -0.505 -0.661 3.131
H: -1.144 3.751 0.954
C: 2.448 1.090 2.305
H: -0.598 -4.030 2.648
C: 1.640 0.265 1.412
N: -2.241 -2.946 1.227
H: 1.235 3.157 0.901
H: 1.666 3.943 -4.979
H: 3.774 3.520 0.508
C: -0.693 -1.875 2.570
H: 2.576 -2.415 5.009
C: 3.875 1.491 -2.339
C: 3.272 2.094 -1.066
H: 4.096 2.249 -3.088
C: 2.944 0.152 3.428
H: 3.213 0.743 -2.777
H: 0.376 2.926 -4.348
S: -2.919 -1.506 -0.902
H: 5.105 2.549 -0.087
C: -1.059 -6.767 -0.075
H: 3.672 4.349 -3.190
H: -0.953 2.349 -0.097
C: -1.956 -5.717 -0.074
H: -1.191 3.965 -0.795
C: -0.107 -3.147 3.037
H: 0.716 5.674 -0.775
C: 1.722 -2.122 4.402
H: -0.693 -8.804 0.495
O: 0.776 -1.323 5.156
H: 1.337 -4.279 4.032
H: 3.101 1.269 -0.376
N: -4.084 -3.679 -0.018
Ir: -0.954 -0.627 -0.059
H: 2.572 5.678 -3.531
O: 0.875 0.597 0.434
C: -2.643 -8.145 1.103
O: 2.684 2.290 2.224
C: -3.054 -2.868 0.204
N: -1.451 -1.892 1.404
C: 4.211 3.096 -0.392
H: -3.134 0.527 -2.514
C: -2.583 1.135 -3.226
C: -3.209 -5.881 0.526
H: -0.090 -6.641 -0.539
C: 0.803 3.635 0.023
C: -0.713 3.405 0.014
H: -1.471 -0.969 -4.977
O: 3.883 0.313 4.148
H: -0.181 -1.589 -3.919
H: 0.668 4.533 -2.641
H: -3.017 1.046 -4.221
C: -1.139 -1.073 -3.944
C: -3.548 -7.105 1.115
O: 1.748 -2.105 1.193
H: 2.987 5.302 -1.864
H: 0.632 0.626 4.422
H: -5.106 -5.135 0.779
H: 2.049 2.371 -4.282
H: -2.584 2.179 -2.918
H: -1.086 0.184 2.781
C: 1.926 -0.965 3.401
H: 4.519 3.891 -1.067
C: 1.403 3.243 -4.186
H: -1.878 -1.598 -3.347
H: 0.676 5.534 0.977
C: -1.396 -7.983 0.507
H: 4.813 0.997 -2.082
C: 2.780 4.862 -2.836

An isolated molecule of C6H10O5, computed with wB97M-V/def2-TZVPD.

Values from the calculation:
Relative energy (zero: lowest compared OMol25 entry of this formula, charge and spin) (eV): 2.414
Largest force on an atom (hartree/bohr): 0.0522
Kohn-Sham gap (eV): 10.268
Total charge: 0
SMILES string: O[C@@H]1[C@@H](O)[C@@H](O)[C@@H]2O[C@@H]2[C@@H]1O

Geometry (Å):
C: -0.639 1.274 -0.633
C: 0.979 -0.440 0.357
C: 0.076 0.755 0.685
C: -0.982 -1.278 -0.951
H: 0.239 2.472 1.461
O: 1.721 -0.762 1.469
H: -1.427 1.938 -0.215
O: 0.883 1.843 1.088
H: 0.483 -2.308 1.674
H: -0.659 0.590 1.456
H: 0.701 2.504 -0.858
H: 1.678 -0.057 -0.418
C: -1.282 0.109 -1.264
H: -1.551 0.193 -2.346
H: -1.158 -1.916 -1.798
O: -0.267 -2.388 1.023
O: -2.149 -0.670 -0.343
H: 2.057 0.061 1.853
H: 0.938 -2.253 -0.678
C: 0.168 -1.683 -0.099
O: 0.192 2.017 -1.463

A 2-piece molecular cluster, C5H13ClNO11PS2 overall, computed with wB97M-V/def2-TZVPD.

Values from the calculation:
Largest force on an atom (hartree/bohr): 0.2044
Kohn-Sham gap (eV): 2.212
Total charge: -2

Geometry (Å):
Cl: -1.270 -1.244 3.239
O: 0.411 0.419 -3.882
C: -1.763 -0.393 -1.096
S: 2.121 -5.858 4.668
H: -1.811 -0.892 -2.167
H: -0.779 -1.767 0.432
H: 0.012 -0.438 -3.537
C: -0.398 -0.908 -0.285
H: -2.704 -0.834 -0.508
H: 1.753 0.795 2.246
C: 0.410 0.302 0.471
C: 1.462 -0.186 1.634
O: -0.949 3.524 -2.040
O: 1.692 -6.258 3.316
H: -2.607 4.633 -2.977
O: 3.103 -4.763 4.568
S: 0.783 -1.446 2.841
H: -1.351 6.330 -2.255
O: 0.424 1.218 -2.853
H: -0.286 1.143 0.931
H: -1.162 4.072 -4.197
C: -1.450 4.409 -3.103
P: -1.186 1.820 -2.483
O: 0.951 -5.400 5.439
O: -1.928 1.068 -1.096
H: 0.255 -1.453 -1.113
H: 1.070 0.865 -0.349
O: 1.166 -2.923 2.441
H: 0.095 5.514 -2.303
O: 1.520 -1.190 4.206
H: 2.485 -0.563 1.155
N: -0.745 5.764 -2.887
O: 2.738 -7.011 5.349
O: -2.064 1.652 -3.807

An isolated molecule of C5H7NO, computed with wB97M-V/def2-TZVPD.

Values from the calculation:
Relative energy (zero: lowest compared OMol25 entry of this formula, charge and spin) (eV): 2.014
Largest force on an atom (hartree/bohr): 0.0371
Kohn-Sham gap (eV): 10.245
Total charge: 0
SMILES string: CC(=O)[C@H]1N=C1C

Geometry (Å):
N: 1.018 0.631 1.005
C: -0.067 1.038 0.525
O: -0.895 -2.449 0.532
H: 1.135 -2.494 -1.119
H: 1.909 -1.051 -0.485
H: -0.354 3.024 -0.086
H: -0.641 1.799 -1.329
H: -1.836 2.028 -0.039
H: -0.646 -0.368 2.136
C: -0.770 2.032 -0.269
C: -0.138 -1.526 0.355
C: -0.180 -0.286 1.159
C: 0.947 -1.472 -0.780
H: 0.517 -0.904 -1.605

C15H37O24P3V2 as an isolated structure, computed with wB97M-V/def2-TZVPD.

Values from the calculation:
Largest force on an atom (hartree/bohr): 0.0921
Kohn-Sham gap (eV): 4.060
Total charge: 0

Geometry (Å):
O: 2.757 -1.188 -1.528
P: -1.607 4.929 -0.210
H: 2.181 -0.324 3.644
H: -2.722 3.324 2.715
O: -1.585 -3.188 -2.793
H: 1.616 1.021 2.589
C: 1.339 -3.315 2.210
C: -3.757 1.316 -1.023
O: -0.113 4.432 0.041
H: 6.785 -0.801 3.989
H: 5.910 1.918 2.817
H: -1.161 8.305 0.326
H: 7.561 0.295 2.791
H: 0.666 -1.528 -4.183
H: 0.685 -3.236 3.080
H: -3.262 -4.633 0.508
O: -2.461 4.120 0.875
H: -3.371 -3.116 1.544
P: -0.517 -4.934 1.336
O: -3.406 -1.671 -3.670
O: 0.970 -4.332 1.303
C: 0.655 1.917 -2.770
O: -1.629 6.401 0.419
H: 0.371 -3.497 -3.221
O: 4.389 0.668 3.254
C: 5.744 1.053 3.465
O: -2.769 0.825 -0.385
V: 3.373 0.143 -2.001
C: -4.341 -2.216 -2.753
O: -0.680 -5.431 2.866
H: 6.302 -0.814 2.311
H: 1.477 1.304 -4.196
C: -1.272 7.512 -0.407
O: 1.367 1.178 -1.994
V: -0.625 0.590 -0.626
O: 0.847 2.040 -4.100
O: 4.939 -0.089 -2.083
O: 0.054 -0.805 -0.291
O: -0.324 2.414 -2.224
H: -1.016 3.670 2.327
H: 1.429 1.004 4.424
C: -1.465 -6.588 3.159
O: -3.646 1.994 -2.055
O: -0.208 1.505 0.632
P: -1.842 -1.711 -3.423
H: 0.242 -0.528 -5.603
O: -0.711 -5.896 0.236
H: -5.425 1.740 -1.204
H: -4.929 -2.929 -3.335
H: -2.010 7.764 -1.174
H: -0.416 7.345 -1.068
C: -0.284 -3.532 -2.341
H: -5.017 -1.527 -2.250
O: -2.194 4.781 -1.537
H: -2.072 4.987 2.751
H: -1.094 -6.922 4.126
C: -2.809 -3.691 0.808
H: 1.742 4.041 -0.717
C: 2.034 0.754 3.558
C: 0.094 -1.491 -5.112
H: -0.252 -4.573 -2.024
H: -1.293 -7.432 2.486
H: -2.827 -3.046 -0.074
H: 0.243 -2.950 -1.583
H: 1.355 -2.338 1.721
C: 0.971 4.813 -0.769
H: -2.521 -6.330 3.083
O: 3.522 2.508 4.203
H: 2.353 -3.469 2.586
H: 1.514 5.720 -0.486
O: -1.283 -1.806 -4.935
O: -1.446 -3.630 1.233
H: 5.965 1.426 4.466
C: 6.627 -0.164 3.122
H: 0.609 4.939 -1.792
H: -3.862 -2.813 -1.975
O: -5.017 1.145 -0.542
O: -1.328 -0.564 -2.683
C: -2.043 4.025 2.235
H: 0.522 -2.246 -5.773
C: 3.401 1.425 3.673

An isolated molecule of C6H16N2, computed with wB97M-V/def2-TZVPD.

Values from the calculation:
Relative energy (zero: lowest compared OMol25 entry of this formula, charge and spin) (eV): 3.243
Largest force on an atom (hartree/bohr): 0.1154
Kohn-Sham gap (eV): 9.640
Total charge: 0
SMILES string: CCNCCNCC

Geometry (Å):
C: 0.376 4.161 0.565
H: -0.187 -3.771 1.232
H: 0.303 -0.315 1.483
N: -0.547 -1.918 0.398
H: 1.236 1.754 0.145
H: 1.277 -0.874 0.081
H: -1.580 0.799 0.179
C: 0.226 -3.174 0.313
H: -1.244 3.264 -0.494
H: -1.113 -1.815 -0.494
C: 0.079 -3.963 -1.072
N: 0.261 1.825 0.270
H: -0.600 0.459 -1.284
C: -0.204 3.052 -0.503
C: -0.531 0.640 -0.205
H: 0.447 -4.898 -0.920
H: 0.173 3.270 -1.545
H: 1.434 3.968 0.745
H: -1.031 -4.229 -1.087
C: 0.202 -0.668 0.434
H: 0.502 -3.528 -1.891
H: 1.351 -2.893 0.629
H: -0.286 3.981 1.376
H: 0.434 5.191 -0.032